Entry 1:
Formula: C4H3CdO4
Source: the OMol25 dataset
Level of theory: the ωB97M-V functional and the def2-TZVPD basis

Output
E_tot = -621.9476 a.u.
Expectation value of S² = 0.827
2S+1 = 2
HOMO-LUMO gap (spin up / spin down) = 3.93 / 7.26 eV
Energy relative to the best compared isomer or geometry (same formula, charge and spin) = 62.1 kcal per mole
E_HOMO (spin up / spin down) = -16.25 / -18.75 eV
Total charge = +2

Geometry (Å):
C -0.416 2.133 0.776
C 1.492 -0.149 -0.169
O -0.074 2.749 -0.178
O 0.188 1.198 1.463
C 0.504 -0.044 0.865
H 2.221 -0.958 -0.086
H 1.825 0.745 -0.698
H 0.513 -0.793 1.660
O -1.976 -1.157 -0.516
Cd -3.626 -1.761 -1.287
C -0.799 -0.939 -0.528
O 0.148 -1.024 -1.302

And the Mulliken charges, in e, turn out to be:
1. C 0.693
2. C -0.096
3. O -0.091
4. O -0.141
5. C -0.319
6. H 0.300
7. H 0.292
8. H 0.491
9. O -0.419
10. Cd 0.855
11. C 0.798
12. O -0.364

---

Entry 2:
Formula: C4H3Cl3O
Source: the OMol25 dataset
Level of theory: the ωB97M-V functional and the def2-TZVPD basis

Output
E_tot = -1609.8308 a.u.
Expectation value of S² = 2.011
2S+1 = 3
HOMO-LUMO gap (spin up / spin down) = 6.52 / 7.04 eV
Energy relative to the best compared isomer or geometry (same formula, charge and spin) = 27.2 kcal per mole
E_HOMO (spin up / spin down) = -5.89 / -9.89 eV

Geometry (Å):
C -0.392 -0.758 0.325
C -0.143 -1.890 0.981
C 0.584 0.740 0.130
C 0.210 1.493 -1.058
O 1.204 1.071 1.080
Cl -2.015 -0.492 -0.286
Cl -1.279 -3.146 1.273
Cl 1.424 -2.056 1.644
H 0.918 1.433 -1.944
H 0.223 2.456 -0.824
H -0.735 1.150 -1.321

And the Mulliken charges, in e, turn out to be:
1. C -0.093
2. C 0.404
3. C 0.736
4. C -1.075
5. O -0.463
6. Cl -0.194
7. Cl -0.131
8. Cl -0.129
9. H 0.249
10. H 0.366
11. H 0.329

---

Entry 3:
Formula: C4H3ClF2
Source: the OMol25 dataset
Level of theory: the ωB97M-V functional and the def2-TZVPD basis

Output
E_tot = -813.8935 a.u.
HOMO-LUMO gap = 8.09 eV
Energy relative to the best compared isomer or geometry (same formula, charge and spin) = 123.8 kcal per mole
E_HOMO = -9.12 eV

Geometry (Å):
C -1.141 -2.096 -0.923
C -1.879 0.842 0.079
C -0.517 0.308 0.238
C -0.088 -1.079 -0.394
F -1.129 -2.042 -2.257
F 0.583 -1.741 0.619
Cl -2.786 -0.403 -0.589
H 0.229 1.083 0.028
H -0.476 0.174 1.333
H 0.660 -0.875 -1.174

And the Mulliken charges, in e, turn out to be:
1. C -0.203
2. C -0.217
3. C -0.494
4. C 0.358
5. F -0.143
6. F -0.290
7. Cl 0.066
8. H 0.380
9. H 0.348
10. H 0.195